No. 1
Density functional theory data (ωB97M-V/def2-TZVPD) for a 2-piece molecular cluster, C4H12NO3 overall in a non-equilibrium geometry.

Last columns: bonded neighbours and bond lengths (Å).
CARTESIAN COORDINATES (ANGSTROEM)
1 O -1.11 -0.39 2.30  C2 1.317, H8 0.968
2 C -1.31 0.11 1.10  O1 1.317, C3 1.556, O7 1.203
3 C -0.38 -0.54 0.04  C2 1.556, N4 1.501, C6 1.517, H9 1.091
4 N 0.78 0.33 -0.34  C3 1.501, C5 1.539, H10 1.017, H11 1.171
5 C 1.47 -0.19 -1.62  N4 1.539, H12 1.091, H13 1.100, H14 1.074
6 C 0.20 -1.83 0.60  C3 1.517, H15 1.100, H16 1.102, H17 1.102
7 O -2.15 0.92 0.80  C2 1.203
8 H -1.62 0.09 2.97  O1 0.968
9 H -1.02 -0.87 -0.78  C3 1.091
10 H 1.42 0.59 0.40  N4 1.017
11 H 0.43 1.41 -0.62  N4 1.171
12 H 0.82 -0.84 -2.21  C5 1.091
13 H 2.34 -0.77 -1.27  C5 1.100
14 H 1.63 0.74 -2.12  C5 1.074
15 H 0.60 -2.45 -0.22  C6 1.100
16 H 0.94 -1.68 1.39  C6 1.102
17 H -0.54 -2.53 1.02  C6 1.102
18 H -1.21 2.48 -1.13  O20 0.970
19 H -0.88 2.82 0.26  O20 0.964
20 O -0.43 2.60 -0.57  H18 0.970, H19 0.964

Computed properties:
**Electronic energy**: -11968.5284 eV
**Net charge**: +1
**Energy relative to the best compared isomer or geometry (same formula, charge and spin)**: 1.067 eV

No. 2
Density functional theory data (ωB97M-V/def2-TZVPD) for an isolated ion of composition C4H12NO3 and charge +1 in a non-equilibrium geometry.

Last columns: bonded neighbours and bond lengths (Å).
CARTESIAN COORDINATES (ANGSTROEM)
1 C -0.25 0.68 -1.28  N5 1.393, H9 1.070, H10 1.067, H11 1.122
2 C 0.64 -1.38 -0.51  N5 1.527, H12 1.004, H13 1.152, H14 1.057
3 C -1.43 -0.37 0.52  N5 1.517, H15 1.049, H16 1.139, H17 1.049
4 C 0.84 0.78 1.02  N5 1.736, O6 1.374, O7 1.353, O8 1.386
5 N -0.10 -0.10 -0.14  C1 1.393, C2 1.527, C3 1.517, C4 1.736
6 O 0.18 1.98 1.15  C4 1.374, H18 0.952
7 O 2.08 0.98 0.51  C4 1.353, H19 1.054
8 O 0.86 0.04 2.19  C4 1.386, H20 0.908
9 H -0.44 1.69 -0.99  C1 1.070
10 H 0.54 0.64 -2.00  C1 1.067
11 H -1.27 0.45 -1.68  C1 1.122
12 H 0.36 -2.25 -0.10  C2 1.004
13 H 0.52 -1.49 -1.65  C2 1.152
14 H 1.68 -1.24 -0.35  C2 1.057
15 H -1.34 -0.37 1.57  C3 1.049
16 H -2.10 0.51 0.25  C3 1.139
17 H -1.94 -1.22 0.18  C3 1.049
18 H -0.20 2.08 2.02  O6 0.952
19 H 2.24 1.98 0.23  O7 1.054
20 H 1.38 -0.69 2.10  O8 0.908

Computed properties:
**2S+1**: 3
**Electronic energy**: -11959.7761 eV
**Net charge**: +1
**Energy relative to the best compared isomer or geometry (same formula, charge and spin)**: 2.960 eV